1.
Molecular formula: C32H35BrClN7O2Ru
Method: DFT, ωB97M-V/def2-TZVPD

Its molecular weight is 766.11 g/mol. The maximum force comes out at 1.667 eV/A. The HOMO-LUMO gap (spin up / spin down) comes out at 5.75 / 5.61 eV. The net charge is +1. Its spin multiplicity is 2. The total energy comes out at -4902.87762 Ha.

Structure (XYZ):
```
79
Properties=species:S:1:pos:R:3:lowdin_spin:R:1
Ru 0.46 0.26 0.06 0.741
O -2.15 -4.23 0.97 0.001
C -0.93 -4.82 1.11 0.000
C -0.90 -6.21 1.13 0.000
C 0.31 -6.88 1.20 0.000
C 1.51 -6.17 1.24 0.000
C 1.48 -4.79 1.22 0.000
C 0.27 -4.10 1.16 0.000
C 0.34 -2.61 1.10 0.001
O 0.36 -2.12 -0.35 0.000
N -0.72 -1.93 1.72 0.026
N -0.45 -0.53 1.83 0.153
C -1.35 0.01 2.74 -0.001
C -1.40 1.21 3.25 0.073
Br 0.30 2.64 0.73 -0.017
C -1.46 2.33 3.92 0.012
C -2.23 3.53 3.53 0.005
C -1.97 4.75 4.17 -0.001
C -2.65 5.90 3.79 0.000
C -3.60 5.84 2.78 -0.002
C -3.87 4.63 2.16 0.000
C -3.20 3.49 2.54 0.000
H -2.05 -3.27 1.01 0.000
H -1.83 -6.75 1.09 0.000
H 0.32 -7.96 1.22 0.000
H 2.46 -6.70 1.30 0.000
H 2.41 -4.23 1.24 0.000
H 1.32 -2.23 1.37 0.001
H -0.94 -2.34 2.62 0.002
H -2.13 -0.67 3.09 -0.002
H -0.85 2.43 4.82 0.005
H -1.23 4.79 4.95 0.000
H -2.44 6.83 4.29 0.000
H -4.12 6.74 2.48 0.000
H -4.63 4.58 1.38 0.000
H -3.41 2.54 2.07 0.001
N -2.49 -3.31 -1.88 -0.005
C -1.61 -4.35 -2.12 -0.002
C -0.41 -3.97 -1.65 -0.002
N -0.59 -2.71 -1.11 -0.005
C -1.87 -2.32 -1.22 -0.003
C -2.40 -1.02 -0.91 -0.005
N -1.66 0.03 -0.62 -0.001
C -2.52 1.08 -0.45 -0.003
C -3.80 0.65 -0.65 0.002
N -3.72 -0.68 -0.94 -0.006
H -3.49 -3.39 -1.98 0.000
H -1.91 -5.24 -2.65 0.000
H 0.55 -4.45 -1.65 0.000
H -2.15 2.06 -0.21 0.000
H -4.74 1.17 -0.60 0.000
H -4.50 -1.28 -1.15 0.000
C 4.86 3.72 -1.26 0.000
N 4.05 2.74 -2.02 0.000
C 4.65 1.38 -1.96 0.000
C 2.61 2.73 -1.52 0.002
C 1.76 1.86 -2.40 0.012
C 1.79 2.16 -3.76 -0.001
C 1.19 1.34 -4.70 0.011
C 0.57 0.19 -4.26 -0.002
C 0.50 -0.07 -2.90 0.009
C 1.04 0.75 -1.90 -0.004
H 5.86 3.77 -1.68 0.000
H 4.91 3.40 -0.23 0.000
H 4.38 4.70 -1.32 0.000
H 4.02 3.01 -3.00 0.000
H 4.67 1.06 -0.92 0.000
H 5.66 1.42 -2.36 0.000
H 4.03 0.69 -2.52 0.000
H 2.28 3.77 -1.50 0.000
H 2.65 2.37 -0.50 0.000
H 2.27 3.07 -4.11 0.000
H 1.22 1.60 -5.76 0.001
H 0.12 -0.50 -4.97 0.000
H -0.02 -0.98 -2.61 0.000
Cl 3.39 -1.11 -0.24 -0.001
C 2.41 0.07 0.73 -0.001
H 2.99 0.99 0.76 0.001
H 2.41 -0.33 1.75 0.006
```

2.
Molecular formula: C20H17CuN5S
Method: DFT, ωB97M-V/def2-TZVPD

Its molecular weight is 423.00 g/mol. The maximum force comes out at 4.435 eV/A. The HOMO-LUMO gap (spin up / spin down) comes out at 6.21 / 6.93 eV. The net charge is 0. Its spin multiplicity is 2. The total energy comes out at -3084.68407 Ha.

Structure (XYZ):
```
44
Properties=species:S:1:pos:R:3:nbo_charge:R:1
Cu 0.00 0.00 0.00 1.019
N -2.17 -0.90 3.47 -0.803
C -1.63 -0.68 2.23 0.288
S -0.18 0.28 2.38 -0.361
N -2.26 -1.12 1.17 -0.460
N -1.71 -0.80 -0.06 -0.326
C -1.67 -1.67 -1.01 0.194
C -2.57 -2.85 -1.03 -0.009
C -3.95 -2.63 -1.12 -0.198
C -4.83 -3.70 -1.20 -0.207
C -4.33 -5.01 -1.18 -0.213
C -2.95 -5.23 -1.07 -0.198
C -2.06 -4.16 -1.00 -0.229
C -0.72 -1.43 -2.18 0.168
C -0.88 -2.12 -3.38 -0.233
C 0.05 -1.91 -4.41 -0.151
C 1.10 -1.02 -4.21 -0.255
C 1.19 -0.36 -3.00 0.065
N 0.31 -0.53 -2.00 -0.478
H -1.76 -0.20 4.08 0.396
H -3.17 -0.86 3.41 0.378
H -4.32 -1.60 -1.11 0.227
H -5.89 -3.52 -1.26 0.218
H -5.01 -5.85 -1.23 0.216
H -2.57 -6.25 -1.03 0.214
H -1.00 -4.32 -0.88 0.217
H -1.70 -2.80 -3.54 0.239
H -0.05 -2.44 -5.35 0.223
H 1.84 -0.85 -4.99 0.229
H 1.98 0.35 -2.79 0.221
N 0.79 -1.71 0.41 -0.449
C 1.26 -2.74 0.65 0.350
C 1.85 -4.01 0.96 -0.119
C 2.94 -4.47 0.22 -0.178
C 3.51 -5.71 0.52 -0.211
C 2.99 -6.49 1.55 -0.183
C 1.89 -6.04 2.28 -0.209
C 1.32 -4.80 1.99 -0.174
H 3.36 -3.87 -0.58 0.229
H 4.37 -6.07 -0.05 0.224
H 3.43 -7.46 1.78 0.221
H 1.48 -6.65 3.09 0.226
H 0.47 -4.45 2.57 0.239
H 1.50 0.70 0.04 -0.356
```

3.
Molecular formula: C8H34O10
Method: DFT, ωB97M-V/def2-TZVPD

Its molecular weight is 290.35 g/mol. The maximum force comes out at 8.297 eV/A. The HOMO-LUMO gap comes out at 8.99 eV. The net charge is 0. The value obtained for the relative energy (zero: lowest compared OMol25 entry of this formula, charge and spin) is 114.1 kcal per mole. The total energy comes out at -1077.39855 Ha.

Structure (XYZ):
```
52
Properties=species:S:1:pos:R:3:nbo_charge:R:1
C 1.71 2.42 -2.14 -0.492
C 1.53 1.18 -1.62 -0.192
C 0.23 0.42 -1.62 -0.243
C -0.24 -0.24 -0.61 0.012
C -1.49 -0.93 -0.85 -0.627
C 0.48 -0.06 0.74 -0.419
C -0.41 0.07 2.06 -0.410
C 0.25 -0.45 3.24 -0.656
H 0.94 3.10 -2.65 0.211
H 2.74 2.83 -2.04 0.210
H 2.33 0.56 -1.17 0.232
H -0.05 0.17 -2.70 0.199
H -1.85 -0.97 -1.96 0.184
H -2.30 -0.54 -0.28 0.224
H -1.48 -2.06 -0.53 0.236
H 0.94 -0.95 0.89 0.198
H 1.16 0.77 0.79 0.218
H -1.32 -0.48 1.61 0.230
H -0.71 1.12 2.20 0.184
H 0.64 -1.50 3.41 0.215
H 1.00 0.18 3.67 0.214
H -0.47 -0.49 4.09 0.227
O 1.01 -3.84 -1.42 -0.950
H 0.13 -3.42 -0.99 0.479
H 1.66 -3.49 -0.92 0.465
O -2.27 -3.58 0.68 -0.930
H -3.11 -3.27 0.78 0.471
H -1.86 -3.30 1.60 0.473
O 3.08 -2.22 -1.47 -0.958
H 3.08 -2.99 -2.03 0.484
H 3.72 -2.45 -0.74 0.486
O -1.34 4.09 1.37 -0.926
H -0.98 3.80 2.16 0.465
H -0.56 4.26 0.90 0.463
O -3.91 -0.84 1.26 -0.974
H -3.61 0.07 1.41 0.495
H -3.74 -0.94 0.35 0.468
O 2.70 -2.54 1.51 -0.956
H 3.25 -2.98 2.14 0.473
H 2.39 -1.69 1.99 0.484
O -3.85 -0.04 -1.60 -0.928
H -4.20 0.72 -2.05 0.471
H -3.28 -0.28 -2.39 0.464
O 1.96 4.46 0.42 -0.918
H 2.06 3.94 -0.37 0.477
H 1.14 4.84 0.16 0.441
O 4.24 0.89 -1.93 -0.939
H 3.75 1.01 -2.69 0.465
H 4.06 -0.09 -1.73 0.482
O -3.10 1.80 1.10 -0.934
H -2.30 2.06 1.25 0.466
H -3.67 2.60 1.29 0.487
```